(1)
C17H17N3O5S3 | the ωB97M-V functional and the def2-TZVPD basis

Structure (XYZ):
```
45
Properties=species:S:1:pos:R:3:nbo_charge:R:1
C -2.68307 0.19714 5.86696 -0.631
C -2.08477 -0.69575 6.94271 -0.078
H -2.19877 -1.75226 6.68207 0.207
H -2.53587 -0.50263 7.91913 0.186
O -0.68826 -0.40642 7.09179 -0.505
C 0.17473 -1.22833 6.51939 0.812
O -0.08284 -2.27609 5.99435 -0.602
C 1.58651 -0.67346 6.67329 -0.623
H 1.55610 0.40823 6.78847 0.254
H 2.07901 -1.13281 7.53029 0.259
S 2.59191 -1.11508 5.22649 0.333
C 1.48840 -0.58083 4.02431 0.298
N 0.36109 0.04009 4.22088 -0.346
N -0.17772 0.24226 3.01040 -0.271
C 0.63498 -0.25219 2.12683 0.419
C 0.46845 -0.25922 0.69302 -0.033
C 1.44177 -0.83325 -0.12681 -0.191
C 1.26687 -0.82954 -1.49764 -0.181
C 0.12876 -0.25876 -2.03463 -0.311
C -0.84524 0.30910 -1.23372 -0.192
C -0.67952 0.31066 0.13781 -0.177
H -1.41698 0.74071 0.79627 0.242
H -1.72282 0.72715 -1.70067 0.246
S -0.04904 -0.22246 -3.81363 2.303
O -1.41851 0.05048 -4.14327 -0.930
O 0.58874 -1.37340 -4.37717 -0.943
N 0.91086 1.12239 -4.15132 -0.847
H 0.33644 1.95303 -4.10156 0.397
C 1.65172 1.04951 -5.40579 -0.268
C 0.74810 1.10344 -6.59102 -0.231
C 0.11807 0.06712 -7.20634 -0.246
C -0.75065 0.48477 -8.23977 -0.245
C -0.77617 1.83215 -8.38947 -0.406
S 0.26023 2.62394 -7.26985 0.415
H -1.33855 2.41966 -9.08756 0.236
H -1.32997 -0.19196 -8.84144 0.226
H 0.26847 -0.95737 -6.91903 0.242
H 2.17563 0.09213 -5.38543 0.242
H 2.37601 1.86821 -5.41683 0.219
H 1.98978 -1.27242 -2.16327 0.241
H 2.32024 -1.27639 0.31656 0.230
O 1.73487 -0.79641 2.72151 -0.408
H -3.73017 -0.05373 5.72471 0.213
H -2.14778 0.05777 4.93146 0.233
H -2.60106 1.24088 6.15753 0.210
```

Computed properties:
Relative energy (zero: lowest compared OMol25 entry of this formula, charge and spin) = 14.4 kJ/mol
HOMO-LUMO gap = 0.3123 Eh
HOMO level = -0.32109 hartree

(2)
C17H17N6OPb | the ωB97M-V functional and the def2-TZVPD basis

Structure (XYZ):
```
42
Properties=species:S:1:pos:R:3:nbo_charge:R:1
Pb -1.66907 -0.10465 -0.57990 1.605
N 1.68687 -3.10849 1.08708 -0.468
C 0.84656 -2.33921 0.34984 0.326
N 0.66084 -1.08590 0.56438 -0.541
C 1.27789 -0.47728 1.63083 0.395
N 1.02371 0.76246 1.88232 -0.134
N 0.23749 1.35169 0.97020 -0.336
C 0.13224 2.63336 0.98038 0.220
C -0.71525 3.33578 0.03420 0.087
C -0.64421 4.73662 -0.02202 -0.124
C -1.48169 5.38009 -1.00170 -0.079
C -2.30357 4.62326 -1.80916 -0.196
C -2.34979 3.29735 -1.59142 0.074
N -1.57188 2.64313 -0.71168 -0.507
C 2.28194 -1.23797 2.45253 -0.099
C 3.14599 -0.63766 3.43849 -0.143
C 4.11216 -1.43391 4.15174 -0.106
C 4.30221 -2.77628 3.78969 -0.085
C 3.55903 -3.28895 2.70163 -0.246
C 2.53056 -2.53445 2.08217 0.290
H 1.76674 -4.11273 0.80960 0.465
H 0.29967 -2.90455 -0.43321 0.249
H 0.64928 3.22164 1.70747 0.231
H -0.01896 5.28325 0.59829 0.250
H -1.43707 6.40571 -1.08325 0.254
H -2.94536 4.99760 -2.57703 0.268
H -3.00869 2.65152 -2.18172 0.195
H 2.91870 0.41083 3.62650 0.261
H 4.67327 -0.96860 4.94302 0.268
H 5.00465 -3.38822 4.29490 0.268
H 3.69556 -4.36290 2.41482 0.260
N -2.13900 -3.36724 -3.06921 -0.702
C -1.81261 -2.20716 -2.63028 0.683
O -0.84221 -1.93551 -1.89884 -0.737
C -2.73517 -1.14166 -3.07380 -0.592
C -2.37716 0.35142 -2.74821 -0.493
H -1.72608 -4.24966 -2.81391 0.439
H -2.93888 -3.50658 -3.62344 0.428
H -3.62508 -1.40923 -2.49742 0.258
H -3.16728 -1.21814 -4.07237 0.316
H -3.37092 0.84478 -2.53592 0.240
H -1.92542 0.86646 -3.55561 0.258
```

Computed properties:
Relative energy (zero: lowest compared OMol25 entry of this formula, charge and spin) = 136.3 kJ/mol
Total charge = +3
HOMO-LUMO gap (alpha / beta) = 0.1926 / 0.1896 Eh
HOMO level (alpha / beta) = -0.65782 / -0.65172 hartree

(3)
C17H18AuF3GeN3O5S | the ωB97M-V functional and the def2-TZVPD basis

Structure (XYZ):
```
49
Properties=species:S:1:pos:R:3:nbo_charge:R:1
Au -0.22084 -0.35697 -0.58260 1.023
O -1.26545 -1.53162 3.66141 -0.613
C -1.19497 -1.16691 2.49686 0.629
N -0.10754 -0.75819 1.79749 -0.751
C 1.03730 -0.49800 2.48388 0.633
O 1.16965 -0.20552 3.66274 -0.604
C 2.31756 -0.56932 1.65231 0.136
C 3.50052 -0.90181 2.30510 -0.223
C 4.64963 -1.05082 1.55189 -0.176
C 4.59185 -0.84781 0.18057 -0.260
C 3.37747 -0.48689 -0.37605 0.042
N 2.26966 -0.34395 0.34573 -0.457
C -2.51233 -1.20407 1.71567 0.138
C -3.69744 -1.11179 2.44326 -0.221
C -4.89795 -1.15280 1.76043 -0.184
C -4.88434 -1.31209 0.38042 -0.267
C -3.65870 -1.41363 -0.25406 0.033
N -2.50057 -1.35147 0.39739 -0.437
H 3.48315 -1.04741 3.37466 0.239
H 5.58227 -1.33467 2.02419 0.207
H 5.45979 -0.97207 -0.45217 0.214
H 3.27268 -0.31528 -1.44183 0.209
H -3.63590 -1.02145 3.51740 0.242
H -5.83722 -1.06954 2.29347 0.207
H -5.79891 -1.36138 -0.19523 0.211
H -3.58897 -1.55125 -1.32830 0.201
C -0.81625 4.55944 -1.48539 -1.090
Ge 0.07347 3.00926 -0.69908 1.547
C 1.84952 2.85122 -1.46990 -1.080
C 0.21452 3.24237 1.22403 -1.074
C -0.93961 1.37804 -1.02452 -0.791
H -0.28194 5.47432 -1.22388 0.224
H -1.83986 4.64198 -1.11826 0.225
H -0.84668 4.47703 -2.57150 0.227
H 2.37016 3.80621 -1.38419 0.219
H 1.79660 2.56832 -2.52031 0.237
H 2.41557 2.08945 -0.93736 0.244
H 0.74004 4.17510 1.43185 0.222
H 0.76839 2.41585 1.66775 0.250
H -0.76716 3.27741 1.69450 0.231
H -1.97292 1.42867 -1.37365 0.161
F -0.45567 -3.86648 -4.54601 -0.329
C -0.64912 -3.46235 -3.28249 0.684
F -0.97478 -4.54286 -2.56310 -0.325
F -1.71790 -2.64990 -3.28533 -0.332
S 0.84374 -2.61233 -2.59783 2.338
O 1.95156 -3.37775 -3.10623 -0.964
O 0.72861 -1.25568 -3.09113 -0.991
O 0.59933 -2.69061 -1.15260 -1.005
```

Computed properties:
Relative energy (zero: lowest compared OMol25 entry of this formula, charge and spin) = 0.0 kJ/mol
Total charge = -1
HOMO-LUMO gap (alpha / beta) = 0.2435 / 0.2533 Eh
HOMO level (alpha / beta) = -0.19146 / -0.19118 hartree